#one
19
Properties=species:S:1:pos:R:3:nbo_charge:R:1 method="wB97M-V/def2-TZVPD" orbital_gap_ev=9.63 smiles="C[C@H](C(=O)O)N(C)C"
C 0.1284 -0.6902 -1.7092 -0.640
C 0.5567 -0.1973 -0.4098 -0.146
C 0.2398 -1.0713 0.8244 0.799
O -0.6901 -1.7893 1.1379 -0.616
O 1.2732 -1.1303 1.6359 -0.699
N -0.1613 1.1223 -0.0097 -0.430
C -1.6491 1.1302 -0.3444 -0.437
C 0.4049 2.3197 -0.7050 -0.413
H 0.5365 -1.6131 -2.0572 0.231
H 0.2738 -0.0320 -2.4864 0.218
H -0.9823 -1.0174 -1.7215 0.218
H 1.7118 -0.0593 -0.4064 0.236
H 1.1888 -1.7239 2.4895 0.512
H -2.0855 0.5434 0.4372 0.218
H -1.9376 2.1424 -0.5523 0.201
H -1.8907 0.4468 -1.1816 0.181
H 0.8876 2.0723 -1.6752 0.174
H -0.4093 2.9618 -0.8920 0.189
H 1.0876 2.8337 -0.0125 0.202


#two
19
Properties=species:S:1:pos:R:3:nbo_charge:R:1 method="wB97M-V/def2-TZVPD" orbital_gap_ev=10.11 smiles="CCC[C@@H](N)C(=O)O"
C 1.5612 -1.7119 1.5074 -0.604
C 0.8439 -1.3920 0.2022 -0.388
C -0.0935 -0.1777 0.3683 -0.405
C -0.5153 0.5287 -0.9198 -0.154
N -1.7445 -0.0512 -1.4251 -0.826
C -0.7122 2.0517 -0.7256 0.776
O -1.5062 2.6945 -1.3572 -0.595
O 0.1038 2.6093 0.1847 -0.693
H 0.9292 -1.6994 2.3880 0.204
H 2.3735 -0.9959 1.6511 0.204
H 2.0277 -2.6846 1.4318 0.209
H 0.2347 -2.2194 -0.1621 0.206
H 1.5772 -1.1383 -0.5723 0.190
H 0.2532 0.5691 1.0861 0.221
H -0.9549 -0.6004 0.8987 0.204
H 0.2477 0.3990 -1.6519 0.217
H -1.9463 0.1679 -2.3877 0.373
H -2.5522 0.1187 -0.8503 0.365
H -0.1271 3.5319 0.3336 0.498


Which is the most stable structure? #two is the most stable.


#one
19
Properties=species:S:1:pos:R:3:nbo_charge:R:1 method="wB97M-V/def2-TZVPD" orbital_gap_ev=9.95 smiles="NCCCCC(=O)O"
N -1.3498 2.9646 -0.2369 -0.819
C -0.6470 1.7093 -0.1388 -0.225
C -0.8948 0.8629 1.1290 -0.426
C -0.8506 -0.6798 1.0036 -0.388
C -0.4287 -1.3256 -0.3156 -0.517
C 1.0590 -1.1755 -0.5420 0.800
O 1.6647 -0.2164 -0.9285 -0.586
O 1.6926 -2.3293 -0.1796 -0.707
H -2.3190 2.7331 -0.4035 0.344
H -1.3427 3.5126 0.6226 0.351
H 0.4349 1.8184 -0.2491 0.208
H -0.9081 1.0925 -1.0037 0.181
H -1.9039 1.1227 1.4606 0.198
H -0.2054 1.1456 1.9225 0.203
H -0.3161 -1.1281 1.8426 0.213
H -1.8570 -1.0958 1.1575 0.207
H -1.0317 -0.9919 -1.1587 0.231
H -0.6455 -2.3930 -0.2558 0.235
H 2.6252 -2.3424 -0.4207 0.496


#two
19
Properties=species:S:1:pos:R:3:nbo_charge:R:1 method="wB97M-V/def2-TZVPD" orbital_gap_ev=10.30 smiles="CC[C@H](CO)NC=O"
C 0.1002 -1.9232 -1.9670 -0.574
C -0.2878 -0.6009 -1.2155 -0.431
C 0.6870 -0.0634 -0.2003 -0.064
C 0.5681 -0.4834 1.2567 -0.087
O 0.4998 -1.8858 1.4506 -0.722
N 0.4953 1.4670 -0.1460 -0.636
C -0.5392 2.2299 0.2776 0.519
O -1.5321 1.7596 0.7933 -0.628
H 0.1734 -2.6434 -1.2798 0.190
H -0.8226 -2.1121 -2.7979 0.209
H 1.0637 -1.7388 -2.4271 0.204
H -0.4593 0.0567 -2.0080 0.222
H -1.4255 -0.5933 -0.7947 0.219
H 1.7339 -0.1577 -0.5986 0.210
H 1.2858 -0.2235 1.9797 0.200
H -0.4411 -0.0317 1.7056 0.195
H -0.2653 -2.2907 0.8854 0.463
H 1.2303 2.1621 -0.5705 0.394
H -0.4521 3.3586 0.0670 0.118


Which is the most stable structure? #one is the most stable.


#one
19
Properties=species:S:1:pos:R:3:nbo_charge:R:1 method="wB97M-V/def2-TZVPD" orbital_gap_ev=8.99 smiles="[NH3+][C@H]([O-])C=O.C=CC"
N 1.1588 -1.0912 -0.4975 -0.836
C 1.4681 0.2112 0.5248 0.236
O 0.5242 1.0719 0.3984 -0.782
C 2.8548 0.7040 0.1373 0.408
O 3.5283 0.2403 -0.7506 -0.542
H 1.6863 -1.9272 -0.2637 0.398
H 1.3952 -0.7825 -1.4368 0.413
H 0.0443 -1.2172 -0.3317 0.447
H 1.5371 -0.3304 1.4990 0.108
H 3.1474 1.6284 0.6699 0.123
C -1.6021 -1.1945 0.1790 -0.665
C -1.6152 0.1359 0.5013 0.051
C -2.1305 1.1896 -0.4207 -0.664
H -2.0051 -1.5084 -0.7787 0.209
H -1.6404 -1.9407 0.9620 0.217
H -1.5676 0.4160 1.5467 0.204
H -2.1207 0.8527 -1.4568 0.205
H -3.1502 1.4594 -0.1371 0.223
H -1.5124 2.0827 -0.3446 0.248


#two
19
Properties=species:S:1:pos:R:3:nbo_charge:R:1 method="wB97M-V/def2-TZVPD" orbital_gap_ev=10.09 smiles="O=CN1CCCC1.O"
O 2.5403 0.7634 -0.1917 -0.622
C 1.5170 0.6268 0.5198 0.484
N 0.2508 0.4907 0.0069 -0.437
C -0.0636 -0.0907 -1.3526 -0.222
C -1.5500 0.2259 -1.5536 -0.469
C -2.1843 0.4718 -0.2267 -0.409
C -1.0255 0.1942 0.8330 -0.215
H 1.6994 0.7497 1.5745 0.144
H 0.1869 -1.1397 -1.4184 0.197
H 0.7063 0.4746 -2.0017 0.235
H -2.0328 -0.2893 -2.4056 0.235
H -1.6830 1.0180 -2.2241 0.224
H -2.4872 1.5533 -0.2040 0.203
H -3.1637 0.0022 0.0382 0.221
H -1.2028 0.9289 1.5481 0.202
H -1.1773 -0.7737 1.2438 0.224
O 0.5786 -2.0564 1.5824 -0.951
H 1.3392 -1.5936 1.1033 0.481
H 0.9465 -2.5890 2.2517 0.475


#three
19
Properties=species:S:1:pos:R:3:nbo_charge:R:1 method="wB97M-V/def2-TZVPD" orbital_gap_ev=9.16
C 1.3778 -0.5235 0.9490 0.233
C -0.7443 -0.7047 0.9855 -0.511
C 2.0325 0.8164 0.7952 -0.669
C -2.5190 0.1322 -0.6662 -0.678
C -1.0811 -0.1025 -0.2705 0.217
O -0.4539 0.5958 -2.3318 -0.598
O 1.8750 -1.5377 0.1728 -0.703
N -0.0701 0.3705 -0.9712 -0.205
H 0.2090 1.2330 -2.6344 0.469
H 1.8333 -1.2608 -0.7568 0.482
H 1.3937 -0.8599 1.9813 0.170
H -0.4912 -1.7563 0.9476 0.235
H -1.3587 -0.4247 1.8383 0.208
H 1.3640 1.6118 1.1266 0.229
H 2.9571 0.8364 1.3874 0.215
H 2.3184 1.0208 -0.2376 0.215
H -2.7955 -0.5389 -1.4829 0.239
H -3.1823 -0.0656 0.1782 0.217
H -2.6646 1.1576 -1.0106 0.234


Which is the most stable structure? #two is the most stable.